134
Properties=species:S:1:pos:R:3 method="wB97M-V/def2-TZVPD" de_lowest_ev=3.9322 total_charge=+4 max_force_ev_per_a=3.92
N -31.295 -6.947 16.079
O -31.167 -5.809 15.645
O -32.385 -7.247 16.646
O -30.406 -7.771 15.882
C -27.670 -10.011 18.544
O -28.594 -10.105 17.389
C -29.016 -11.433 17.070
C -30.259 -11.421 16.228
N -31.223 -10.413 16.909
H -30.946 -10.304 17.874
H -30.940 -9.493 16.603
C -32.743 -10.732 16.737
C -33.267 -10.556 15.310
O -32.596 -11.533 14.500
C -33.401 -11.822 13.328
H -27.579 -9.009 18.963
H -26.648 -10.269 18.269
H -28.071 -10.622 19.353
H -29.186 -11.990 17.991
H -28.264 -11.911 16.441
H -30.548 -12.469 16.154
H -30.124 -10.971 15.245
H -33.202 -10.050 17.452
H -33.029 -11.696 17.157
H -33.044 -9.535 15.000
H -34.353 -10.567 15.408
H -33.682 -11.061 12.600
H -34.382 -12.266 13.497
H -32.819 -12.406 12.617
C -29.738 -2.961 12.389
O -30.827 -3.805 12.684
C -31.996 -3.515 11.859
C -32.854 -4.772 11.973
N -33.125 -5.267 13.416
H -32.290 -5.438 13.958
H -33.596 -4.541 13.937
C -34.061 -6.487 13.546
C -33.947 -7.613 12.470
O -34.785 -7.142 11.417
C -35.101 -7.975 10.291
H -29.994 -1.938 12.664
H -29.395 -3.098 11.363
H -28.804 -3.250 12.870
H -31.662 -3.333 10.838
H -32.505 -2.653 12.290
H -32.434 -5.658 11.497
H -33.833 -4.613 11.521
H -35.072 -6.096 13.433
H -34.055 -6.702 14.614
H -34.151 -8.622 12.829
H -32.910 -7.753 12.165
H -34.251 -8.079 9.617
H -35.910 -7.510 9.727
H -35.429 -8.993 10.504
C -28.443 -3.101 20.340
O -29.107 -4.387 20.503
C -29.144 -5.330 19.389
C -30.429 -6.186 19.429
N -30.335 -7.173 20.663
H -30.705 -8.091 20.457
H -29.342 -7.284 20.806
C -30.876 -6.547 21.988
C -32.396 -6.529 22.131
O -32.813 -5.327 21.481
C -34.149 -5.151 21.407
H -28.498 -2.601 21.307
H -28.901 -2.402 19.641
H -27.416 -3.403 20.135
H -28.199 -5.873 19.386
H -29.083 -4.682 18.515
H -30.377 -7.035 18.748
H -31.385 -5.664 19.484
H -30.443 -5.603 22.318
H -30.467 -7.270 22.694
H -32.678 -6.412 23.178
H -32.779 -7.448 21.688
H -34.401 -4.362 20.698
H -34.632 -4.749 22.298
H -34.691 -6.046 21.102
C -35.000 -5.948 18.002
O -35.878 -4.882 18.466
C -36.494 -4.055 17.474
C -37.901 -3.797 17.714
N -38.890 -4.973 17.750
H -39.802 -4.553 17.642
H -38.769 -5.527 16.914
C -38.709 -5.973 18.915
C -39.974 -6.817 18.991
O -41.139 -6.018 19.275
C -41.191 -5.096 20.384
H -34.269 -6.189 18.773
H -34.447 -5.730 17.088
H -35.621 -6.805 17.740
H -36.407 -4.601 16.534
H -35.945 -3.114 17.441
H -38.276 -3.238 16.856
H -38.084 -3.287 18.660
H -38.528 -5.340 19.784
H -37.763 -6.484 18.731
H -39.927 -7.663 19.677
H -40.150 -7.324 18.042
H -40.407 -4.342 20.312
H -41.093 -5.730 21.265
H -42.180 -4.640 20.414
C -29.110 -10.307 10.252
C -29.038 -8.880 10.798
C -28.268 -8.789 12.094
N -27.972 -7.336 12.582
C -26.926 -6.716 11.594
C -25.559 -7.326 11.716
C -25.087 -7.239 13.161
C -26.032 -8.002 14.128
C -27.402 -7.460 14.014
C -29.249 -6.400 12.684
H -29.395 -10.347 9.201
H -29.783 -10.813 10.943
H -28.153 -10.828 10.218
H -30.029 -8.429 10.861
H -28.513 -8.322 10.022
H -27.358 -9.386 12.036
H -28.914 -9.207 12.866
H -27.475 -6.655 10.654
H -26.833 -5.697 11.968
H -25.552 -8.393 11.492
H -24.856 -6.799 11.072
H -24.097 -7.693 13.195
H -25.029 -6.198 13.481
H -26.038 -9.059 13.864
H -25.642 -7.950 15.145
H -28.138 -8.022 14.588
H -27.268 -6.449 14.397
H -30.001 -6.829 13.347
H -29.756 -6.224 11.735
H -28.930 -5.461 13.136

---

34
Properties=species:S:1:pos:R:3 method="wB97M-V/def2-TZVPD" de_lowest_ev=1.5595 smiles=CCc1c[nH]c(C)c1.O.O.O.O.O max_force_ev_per_a=2.96
C 2.981 0.086 -2.839
C 1.448 -0.113 -3.006
C 0.712 0.023 -1.697
C 1.064 0.851 -0.624
N 0.112 0.621 0.359
C -0.865 -0.249 -0.064
C -1.806 -0.848 0.879
C -0.491 -0.606 -1.348
H 3.380 -0.146 -3.832
H 3.121 1.109 -2.617
H 3.375 -0.578 -2.099
H 1.065 -0.931 -3.622
H 1.176 0.776 -3.636
H 1.821 1.602 -0.486
H 0.146 1.033 1.272
H -2.550 -1.465 0.292
H -1.454 -1.536 1.664
H -2.441 -0.226 1.490
H -1.014 -1.371 -1.918
O 2.533 -1.833 0.661
H 3.074 -2.072 -0.088
H 2.044 -1.076 0.313
O -3.266 1.045 -2.185
H -3.010 1.634 -2.870
H -2.776 0.926 -1.392
O -4.184 0.985 1.575
H -3.739 1.588 0.993
H -4.552 0.421 0.909
O 0.343 1.077 3.404
H -0.481 0.770 3.784
H 0.889 0.271 3.283
O 1.824 -1.004 3.142
H 1.989 -1.735 2.486
H 2.659 -0.540 3.032

---

75
Properties=species:S:1:pos:R:3 method="wB97M-V/def2-TZVPD" de_lowest_ev=0.1360 total_charge=-2 max_force_ev_per_a=0.41
Tl 0.856 -2.021 -0.627
N 1.758 8.822 -0.101
C 1.134 7.656 -0.363
S 3.852 6.794 1.693
N 0.004 7.563 -0.968
N -0.329 6.217 -1.028
C -1.567 5.967 -1.127
C -2.061 4.575 -1.142
C -3.435 4.348 -1.126
C -3.900 3.043 -1.088
C -2.981 2.007 -1.083
C -1.629 2.332 -1.115
N -1.172 3.576 -1.138
H 2.503 8.740 0.592
H 1.199 9.658 -0.082
H -2.305 6.773 -1.151
H -4.119 5.188 -1.132
H -4.965 2.842 -1.063
H -3.287 0.969 -1.065
H -0.880 1.546 -1.120
C -2.480 -5.652 0.266
C -1.207 -4.855 0.418
N -0.694 -4.252 -0.585
N -1.323 -4.486 -1.803
C -1.762 -3.445 -2.415
S -1.845 -1.808 -1.870
S -2.301 -3.903 -4.073
C -3.609 -2.692 -4.386
C -4.946 -3.109 -3.845
C -5.935 -3.611 -4.684
C -7.163 -4.017 -4.178
C -7.417 -3.925 -2.818
C -6.435 -3.423 -1.972
C -5.212 -3.018 -2.479
C -0.548 -4.793 1.741
C -0.555 -5.949 2.524
C 0.038 -6.016 3.773
C 0.647 -4.864 4.271
C 0.661 -3.703 3.533
C 0.079 -3.605 2.235
O 0.112 -2.481 1.610
H -3.236 -5.034 -0.221
H -2.317 -6.509 -0.392
H -2.858 -5.988 1.228
H -3.272 -1.753 -3.941
H -3.653 -2.570 -5.469
H -5.737 -3.688 -5.748
H -7.921 -4.406 -4.848
H -8.373 -4.242 -2.418
H -6.623 -3.349 -0.908
H -4.442 -2.628 -1.821
H -1.033 -6.838 2.125
H 0.026 -6.937 4.343
H 1.115 -4.878 5.250
H 1.130 -2.804 3.917
N 1.611 9.119 3.709
C 1.514 8.041 3.312
C 1.349 6.682 2.884
C 2.386 6.014 2.179
C 2.107 4.671 1.827
C 0.899 4.071 2.109
C -0.121 4.768 2.766
C 0.123 6.067 3.152
N 0.667 2.709 1.773
C -0.013 1.803 2.560
C 0.100 0.598 1.943
N 0.821 0.735 0.775
C 1.136 2.008 0.705
H 1.680 6.768 -0.061
H 2.890 4.114 1.328
H -1.084 4.307 2.937
H -0.647 6.636 3.658
H -0.460 2.091 3.495
H -0.267 -0.371 2.241
H 1.695 2.481 -0.085

---

72
Properties=species:S:1:pos:R:3 method="wB97M-V/def2-TZVPD" energy_ha=-2921.107587 total_charge=+1 max_force_ev_per_a=4.35
Ba -6.592 -2.795 -0.609
Ba -1.634 -8.465 -2.705
S -5.275 -4.980 -5.888
O -4.587 -4.197 -4.910
O -4.679 -6.282 -5.940
O -6.666 -5.088 -5.492
O -5.240 -4.273 -7.177
C 1.809 -2.067 1.458
F 0.962 -2.354 2.529
F 2.242 -0.795 1.633
F 2.754 -3.013 1.437
S 0.678 -2.252 -0.175
O 0.553 -3.677 -0.154
O -0.657 -1.730 0.108
O 1.284 -1.669 -1.344
C -1.286 -0.967 -8.475
C -2.262 0.077 -9.101
O -3.610 -0.145 -8.728
O -1.466 -2.276 -8.990
H -1.449 -1.081 -7.403
H -0.216 -0.771 -8.556
H -2.005 0.209 -10.152
H -2.037 1.045 -8.652
H -3.712 -1.072 -8.504
H -2.417 -2.412 -8.979
C 4.165 -7.663 -5.298
C 3.455 -6.315 -5.468
O 2.015 -6.536 -5.616
O 3.516 -8.415 -4.227
H 5.228 -7.589 -5.067
H 4.120 -8.410 -6.090
H 3.915 -5.765 -6.289
H 3.589 -5.682 -4.591
H 1.567 -5.877 -6.151
H 3.492 -9.347 -4.453
C 0.464 4.646 -3.297
C -0.750 4.490 -2.297
O -1.771 3.535 -2.655
O 1.463 3.768 -2.799
H 0.932 5.629 -3.233
H 0.264 4.415 -4.343
H -1.230 5.459 -2.158
H -0.396 4.196 -1.310
H -1.641 2.868 -1.978
H 1.083 2.931 -3.076
C -5.720 0.602 4.395
C -4.718 -0.493 4.455
O -5.325 -1.728 4.043
O -6.001 1.061 3.092
H -5.519 1.394 5.116
H -6.664 0.285 4.839
H -4.396 -0.538 5.496
H -3.840 -0.332 3.830
H -4.812 -2.464 4.385
H -6.614 1.799 3.132
C 3.034 3.504 7.975
C 3.782 4.324 8.990
C 3.779 5.855 8.730
O 4.819 6.396 9.589
C 5.349 7.691 9.377
N 2.971 4.095 10.159
H 3.610 3.567 7.052
H 2.076 3.992 7.795
H 2.758 2.485 8.245
H 4.778 3.887 9.073
H 2.802 6.336 8.779
H 4.234 6.073 7.763
H 4.480 8.274 9.074
H 6.041 7.551 8.546
H 5.858 7.959 10.302
H 3.229 4.673 10.946
H 2.038 4.442 9.985

---

25
Properties=species:S:1:pos:R:3 method="wB97M-V/def2-TZVPD" energy_ha=-2015.204095 smiles="O=[PH2]c1n(F)nc([PH2]=S)[n+]1CCCS" total_charge=+1 max_force_ev_per_a=1.31
O -1.758 1.351 -2.337
P -0.339 1.583 -2.072
C -0.004 1.542 -0.251
N 0.032 2.619 0.517
F -0.141 3.850 0.062
N 0.228 2.415 1.793
C 0.319 1.099 1.856
P 0.496 0.231 3.459
S -1.187 -0.482 4.049
N 0.183 0.534 0.611
C 0.143 -0.938 0.405
C 0.747 -1.448 -0.896
C -0.258 -1.909 -1.952
S -1.499 -3.068 -1.339
H 0.180 2.842 -2.395
H 0.541 0.651 -2.623
H 1.129 1.205 4.236
H 1.469 -0.730 3.162
H -0.887 -1.247 0.541
H 0.700 -1.349 1.234
H 1.440 -0.706 -1.289
H 1.364 -2.302 -0.641
H -0.764 -1.099 -2.469
H 0.286 -2.462 -2.710
H -2.419 -2.183 -0.950

---

20
Properties=species:S:1:pos:R:3 method="wB97M-V/def2-TZVPD" de_lowest_ev=1.2779 smiles=CN1CCCC1.O max_force_ev_per_a=1.43
C -0.190 -1.145 -0.763
N -0.027 -0.279 0.387
C -0.194 -0.843 1.717
C -0.186 0.451 2.529
C 0.985 1.194 1.892
C 1.139 0.540 0.481
H -1.239 -1.216 -1.047
H 0.239 -2.135 -0.545
H 0.424 -0.774 -1.580
H 0.711 -1.427 1.963
H -1.086 -1.460 1.803
H -0.112 0.302 3.601
H -1.131 0.960 2.352
H 0.839 2.265 1.770
H 1.896 1.106 2.481
H 1.125 1.286 -0.323
H 2.141 0.086 0.399
O -1.719 0.761 -5.823
H -1.090 0.030 -5.737
H -2.522 0.296 -5.558